The following is a DFT calculation (ωB97M-V/def2-TZVPD) of 2 unconnected molecules or ions with the total composition C9H14O in a non-equilibrium geometry.

Computed properties:
lowest unoccupied orbital energy = 0.03336 Ha
E = -426.54513 Eh
net charge = 0
energy above the lowest of the compared OMol25 structures with the same formula, charge and spin = 0.752 eV
max |F| = 2.16 eV/Å
SMILES string = Cc1ccc(O)cc1.CC
HOMO = -8.429 eV

Each line ends with the Mulliken charge.
Cartesian coordinates (Å):
1 C -0.35287 2.46928 1.47065  -1.4709
2 C -0.52316 1.00708 1.15160  0.7040
3 C 0.45870 0.06121 1.42596  -0.3714
4 C 0.21937 -1.29340 1.23397  -0.6886
5 C -1.01351 -1.74379 0.79132  0.6095
6 O -1.19888 -2.97553 0.20406  -0.5265
7 C -2.02429 -0.82961 0.50362  -0.5490
8 C -1.78248 0.49683 0.83588  -0.4146
9 H -0.10700 2.55516 2.52923  0.3388
10 H -1.27250 3.02559 1.31095  0.3645
11 H 0.44253 2.91941 0.87662  0.3027
12 H 1.45155 0.35379 1.74485  0.3796
13 H 0.99183 -1.99677 1.50876  0.3265
14 H -0.54425 -3.63322 0.46622  0.3021
15 H -2.97172 -1.04260 0.04605  0.4212
16 H -2.58709 1.22072 0.73505  0.2544
17 C 1.24444 -0.78340 -1.80652  -0.3782
18 C 1.57892 0.58640 -2.40830  -0.8798
19 H 0.38443 -0.60706 -1.17271  -0.1375
20 H 0.84366 -1.50099 -2.52954  0.3814
21 H 2.09533 -1.24226 -1.31034  0.2660
22 H 2.60278 0.74681 -2.72005  0.3119
23 H 1.22715 1.35420 -1.71446  0.1640
24 H 0.83703 0.85214 -3.17288  0.2899

The following is a DFT calculation (ωB97M-V/def2-TZVPD) of 2 unconnected molecules or ions with the total composition C9H14O in a non-equilibrium geometry.

Computed properties:
lowest unoccupied orbital energy = 0.03346 Ha
E = -426.54708 Eh
net charge = 0
energy above the lowest of the compared OMol25 structures with the same formula, charge and spin = 0.699 eV
max |F| = 2.18 eV/Å
SMILES string = Cc1ccc(O)cc1.CC
HOMO = -8.543 eV

Each line ends with the Mulliken charge.
Cartesian coordinates (Å):
1 C -1.16239 1.21039 2.98714  -1.3798
2 C -0.81785 0.30982 1.83685  0.7689
3 C 0.35084 -0.42020 1.85871  -0.5928
4 C 0.88376 -0.97588 0.69467  -0.7343
5 C 0.03142 -1.06249 -0.39246  0.6351
6 O 0.20122 -2.09711 -1.30970  -0.5523
7 C -1.19323 -0.39604 -0.44765  -0.5752
8 C -1.64041 0.24910 0.69886  -0.3689
9 H -1.13630 0.72074 3.96199  0.3575
10 H -2.19225 1.56681 2.86748  0.3676
11 H -0.52222 2.08795 3.09179  0.2854
12 H 0.99177 -0.29253 2.73017  0.3430
13 H 1.73123 -1.64979 0.74001  0.3178
14 H 1.04779 -2.02828 -1.73747  0.3631
15 H -1.79943 -0.42083 -1.34079  0.4172
16 H -2.56837 0.80676 0.71108  0.3160
17 C 1.03653 1.08703 -3.11580  -0.8105
18 C 1.66278 1.37876 -1.75907  -0.6859
19 H 1.71868 1.37481 -3.91933  0.3246
20 H 0.70339 0.06111 -3.23726  0.2325
21 H 0.16757 1.73532 -3.25989  0.2301
22 H 0.96767 1.49242 -0.92252  0.1587
23 H 2.17038 2.34512 -1.76972  0.3781
24 H 2.33625 0.58786 -1.42652  0.2039

The following is a DFT calculation (ωB97M-V/def2-TZVPD) of 2 unconnected molecules or ions with the total composition C9H14O in a non-equilibrium geometry.

Computed properties:
lowest unoccupied orbital energy = 0.03128 Ha
E = -426.53819 Eh
net charge = 0
energy above the lowest of the compared OMol25 structures with the same formula, charge and spin = 0.941 eV
max |F| = 3.75 eV/Å
SMILES string = Cc1ccc(O)cc1.CC
HOMO = -8.380 eV

Each line ends with the Mulliken charge.
Cartesian coordinates (Å):
1 C 0.05588 -2.67474 2.01639  -1.3603
2 C -0.53001 -1.53774 1.27111  0.4106
3 C -1.26465 -0.51075 1.74277  -0.2894
4 C -1.77550 0.54641 0.93705  -0.7887
5 C -1.62557 0.40255 -0.42364  0.8083
6 O -2.28581 1.33132 -1.18547  -0.5583
7 C -0.68359 -0.54622 -0.95788  -0.5638
8 C -0.06077 -1.36915 -0.09852  -0.5685
9 H 1.04212 -3.04423 1.72763  0.3456
10 H -0.60688 -3.55316 1.94525  0.2841
11 H 0.12764 -2.58184 3.10317  0.3537
12 H -1.44768 -0.40778 2.81368  0.3243
13 H -2.45696 1.25170 1.38316  0.4136
14 H -2.63120 0.96943 -1.99773  0.3233
15 H -0.49721 -0.59222 -2.02208  0.4835
16 H 0.69639 -2.05278 -0.45662  0.3553
17 C 2.29099 1.47571 -0.76273  -0.8485
18 C 1.21437 2.13022 -1.64410  -0.5750
19 H 3.15988 2.14550 -0.71274  0.3276
20 H 1.88406 1.43487 0.24435  0.2265
21 H 2.65440 0.52922 -1.14224  0.2711
22 H 0.54154 1.35401 -2.00825  0.0133
23 H 1.63129 2.44294 -2.60937  0.3525
24 H 0.56727 2.85670 -1.16319  0.2592

Q: Number 3 is which compound?
A: C9H14O

Q: Among the records above, which one has the lowest HOMO?
A: number 2